This record from OMol25 describes a cluster of 2 separate species, C9H11O3 in total at a distorted geometry. The level of theory is ωB97M-V/def2-TZVPD.

Results
HOMO = -4.08 eV
Relative energy (zero: lowest compared OMol25 entry of this formula, charge and spin) = 34.9 kcal/mol
Gap between HOMO and LUMO = 0.270 hartree
LUMO = 0.120 Eh
Charge = -1

The geometry in XYZ format:
```
23
Properties=species:S:1:pos:R:3:nbo_charge:R:1
C 1.0984 2.3610 -0.9917 -0.7587
C 1.8251 1.2060 -1.8107 0.7801
O 1.7319 0.0711 -1.2662 -0.8213
O 2.5469 1.5584 -2.7518 -0.7661
H 0.9321 2.1899 0.0663 0.1912
H 0.0876 2.5294 -1.3817 0.1927
H 1.8200 3.1846 -1.0268 0.2038
C 1.2427 -2.4190 0.3822 -0.6247
C -1.4166 0.0121 -0.5314 -0.2428
C -1.9330 0.3963 0.6928 0.2541
C -0.5126 -1.0439 -0.5972 -0.1587
C 0.0047 -1.5679 0.5744 -0.0120
C -1.5487 -0.2679 1.8484 -0.2715
C -0.5264 -1.2156 1.7881 -0.2239
O -2.9190 1.3703 0.8241 -0.7289
H -2.0059 0.3796 -1.3836 0.2071
H -0.0528 -1.2344 -1.5650 0.2500
H -2.1579 -0.0508 2.7169 0.2058
H -2.5673 2.2538 0.7312 0.4791
H 1.0617 -3.1089 -0.4564 0.2051
H 1.4737 -3.0005 1.2889 0.1799
H -0.2788 -1.8250 2.6497 0.1962
H 2.0942 -1.7784 0.1997 0.2631
```

***

This record from OMol25 describes a cluster of 2 separate species, C9H11O3 in total at a distorted geometry. The level of theory is ωB97M-V/def2-TZVPD.

Results
HOMO = -4.33 eV
Relative energy (zero: lowest compared OMol25 entry of this formula, charge and spin) = 61.3 kcal/mol
Gap between HOMO and LUMO = 0.282 hartree
LUMO = 0.123 Eh
Charge = -1

The geometry in XYZ format:
```
23
Properties=species:S:1:pos:R:3:nbo_charge:R:1
C 3.8782 -0.9463 -0.7053 -0.6275
C 0.1516 1.0483 -0.5627 0.3027
C 1.0970 1.3337 -1.5407 -0.2682
C 0.3603 -0.1003 0.2906 -0.2736
C 2.1873 0.4136 -1.7850 -0.2135
C 1.5025 -0.8484 0.2166 -0.2266
C 2.5160 -0.4026 -0.7478 -0.0848
O -0.9228 1.8712 -0.6204 -0.7251
H -1.7641 1.4006 -0.2367 0.5318
H 1.0320 2.3168 -2.1092 0.2104
H -0.3416 -0.2750 1.2251 0.2700
H 2.8764 0.4345 -2.6398 0.1934
H 1.6518 -1.8378 0.7269 0.2050
H 4.5345 -0.0483 -0.6739 0.2057
H 4.2468 -1.5515 -1.6006 0.1964
H 4.2457 -1.5547 0.1466 0.2090
C -4.1401 -0.6087 1.9313 -0.7712
C -3.6035 0.5214 1.0682 0.7636
O -2.3456 0.4855 0.9712 -0.8275
O -4.2735 1.3275 0.4657 -0.7251
H -4.0306 -1.6510 1.5912 0.2132
H -5.2208 -0.8556 1.6695 0.2118
H -3.6372 -0.4729 2.9193 0.2303
```

***

This record from OMol25 describes a cluster of 2 separate species, C9H11O3 in total at a distorted geometry. The level of theory is ωB97M-V/def2-TZVPD.

Results
HOMO = -2.64 eV
Relative energy (zero: lowest compared OMol25 entry of this formula, charge and spin) = 27.1 kcal/mol
Gap between HOMO and LUMO = 0.209 hartree
LUMO = 0.112 Eh
Charge = -1

The geometry in XYZ format:
```
23
Properties=species:S:1:pos:R:3:nbo_charge:R:1
C 3.3339 1.8847 -1.1050 -0.6083
C -0.1323 0.6807 1.2257 0.3684
C 1.1894 0.2646 1.5795 -0.3538
C -0.2924 1.4200 0.0024 -0.3463
C 2.2575 0.7042 0.8069 -0.1873
C 0.8006 1.8284 -0.7461 -0.2082
C 2.0783 1.4266 -0.3781 -0.1706
O -1.1484 0.4195 1.9583 -0.8084
H -3.2444 -4.1041 -1.5186 0.4787
H 1.2729 -0.2604 2.5234 0.1980
H -1.3008 1.7611 -0.2151 0.1916
H 3.2759 0.4206 1.0606 0.1759
H 0.5954 2.4477 -1.6115 0.1826
H 3.5466 1.2889 -2.0022 0.1874
H 4.2529 1.7403 -0.5414 0.1933
H 3.3098 2.9597 -1.2747 0.1936
C -2.6181 -1.4906 0.2160 -0.7073
C -3.1137 -2.8759 -0.0984 0.7959
O -2.6309 -3.3938 -1.2729 -0.7077
O -3.7906 -3.5658 0.6256 -0.6220
H -2.8889 -1.3376 1.2408 0.2636
H -3.1830 -0.8237 -0.4416 0.2276
H -1.5699 -1.3952 -0.0336 0.2633
```

***

This record from OMol25 describes a cluster of 2 separate species, C9H11O3 in total at a distorted geometry. The level of theory is ωB97M-V/def2-TZVPD.

Results
HOMO = -4.12 eV
Relative energy (zero: lowest compared OMol25 entry of this formula, charge and spin) = 27.2 kcal/mol
Gap between HOMO and LUMO = 0.253 hartree
LUMO = 0.102 Eh
Charge = -1

The geometry in XYZ format:
```
23
Properties=species:S:1:pos:R:3:nbo_charge:R:1
C -2.1987 -1.0751 2.1949 -0.7473
C -2.8310 0.3470 2.0834 0.7665
O -2.4086 1.0912 1.1596 -0.8122
O -3.7435 0.5833 2.9018 -0.7816
H -2.9643 -1.7041 2.6479 0.2092
H -1.3361 -1.0306 2.8669 0.1962
H -1.8668 -1.4059 1.2102 0.1865
C 0.8901 1.8662 0.8109 -0.6502
C 0.7652 -1.3330 -1.1037 -0.2721
C 1.7980 -1.1633 -2.0276 0.2873
C 0.3998 -0.2488 -0.3214 -0.1633
C 1.1279 0.9386 -0.3741 -0.0282
C 2.3142 0.0940 -2.2768 -0.3151
C 2.0177 1.1533 -1.4011 -0.2085
O 2.3892 -2.3268 -2.4893 -0.6891
H 0.4243 -2.3434 -0.9381 0.2182
H -0.3850 -0.3347 0.4174 0.2528
H 2.9093 0.2713 -3.1602 0.1938
H 3.0888 -2.1241 -3.1207 0.4693
H 1.3961 1.5352 1.7163 0.2083
H -0.1923 1.8268 0.9461 0.2850
H 2.5079 2.1008 -1.5877 0.2027
H 1.1618 2.8718 0.4732 0.1919
```

***

This record from OMol25 describes an isolated molecule of C9H11O3P at a distorted geometry. The level of theory is ωB97M-V/def2-TZVPD.

Results
HOMO (spin up / spin down) = -7.75 / -9.09 eV
Relative energy (zero: lowest compared OMol25 entry of this formula, charge and spin) = 67.2 kcal/mol
Gap between HOMO and LUMO (spin up / spin down) = 0.219 / 0.299 hartree
LUMO (spin up / spin down) = -0.066 / -0.035 Eh
Charge = 0

The geometry in XYZ format:
```
24
Properties=species:S:1:pos:R:3:nbo_charge:R:1
C -1.5126 -0.3355 -3.0256 -0.1937
C -2.3534 -0.4578 -1.9389 -0.2095
C -0.2933 0.2278 -2.8581 -0.2224
C -2.0223 -0.2980 -0.6632 -0.1824
C 0.0663 0.4876 -1.5487 -0.1920
C -0.7418 0.1100 -0.3683 -0.0893
C -0.3317 0.3910 0.9899 -0.1026
C 0.8807 1.0412 1.3517 0.0170
C 1.0228 1.2347 2.8775 -0.6398
O 1.7440 -1.6864 2.6188 -1.0204
O 1.9797 0.1341 0.7732 -0.8504
O 1.0200 -2.2985 0.3039 -0.9623
P 2.1045 -1.4777 1.2083 1.9470
H -1.9437 -0.4556 -4.0264 0.2106
H -3.3388 -0.8324 -2.1796 0.2078
H 0.2350 0.5068 -3.6799 0.2113
H -2.6190 -0.4981 0.1259 0.2069
H 1.1920 0.8399 -1.4434 0.2241
H -1.0123 -0.1430 1.7110 0.2121
H 1.1617 1.9536 0.7164 0.2286
H 2.0511 1.5058 3.0533 0.2229
H 0.7988 0.3002 3.4570 0.2524
H 0.5440 2.1302 3.1694 0.2198
H 1.3683 -2.3799 -0.6244 0.5041
```

***

This record from OMol25 describes an isolated molecule of C9H11OP at a distorted geometry. The level of theory is ωB97M-V/def2-TZVPD.

Results
HOMO = -8.37 eV
Relative energy (zero: lowest compared OMol25 entry of this formula, charge and spin) = 31.1 kcal/mol
Gap between HOMO and LUMO = 0.337 hartree
SMILES string = C=CCOPc1ccccc1
LUMO = 0.030 Eh
Charge = 0

The geometry in XYZ format:
```
22
Properties=species:S:1:pos:R:3:nbo_charge:R:1
C 2.7764 0.5715 1.0698 -0.3710
C 2.0867 1.4298 1.7969 -0.2361
C 0.7316 0.9473 2.2815 -0.0862
O -0.4258 1.5705 1.6829 -0.8024
P -0.5437 1.8292 0.0727 0.9165
C -0.8603 0.2940 -0.6511 -0.4370
C -1.6129 -0.7137 -0.0423 -0.1876
C -2.0036 -1.8348 -0.7840 -0.2107
C -1.3597 -2.1006 -2.0155 -0.2099
C -0.4378 -1.2127 -2.5455 -0.2249
C -0.3259 0.0558 -1.9394 -0.1727
H 3.6822 0.9540 0.5218 0.2113
H 2.4207 -0.5422 1.0342 0.2020
H 2.3182 2.4926 1.7857 0.2144
H 0.6926 -0.0793 1.9830 0.1726
H 0.6194 1.1168 3.3311 0.1950
H -1.8874 2.1979 0.0622 -0.0711
H -1.9061 -0.6155 0.9775 0.2170
H -2.6565 -2.6268 -0.3350 0.2177
H -1.6565 -3.1864 -2.3673 0.2246
H 0.2258 -1.3726 -3.4490 0.2256
H 0.1225 0.8253 -2.4702 0.2129
```

***

This record from OMol25 describes an isolated molecule of C9H11PS at a distorted geometry. The level of theory is ωB97M-V/def2-TZVPD.

Results
HOMO = -8.17 eV
Relative energy (zero: lowest compared OMol25 entry of this formula, charge and spin) = 20.4 kcal/mol
Gap between HOMO and LUMO = 0.325 hartree
SMILES string = C=C[P@@](C)(=S)c1ccccc1
LUMO = 0.025 Eh
Charge = 0

The geometry in XYZ format:
```
22
Properties=species:S:1:pos:R:3:nbo_charge:R:1
C 3.3520 -0.1868 -0.5742 -0.2973
C 2.1929 -0.7194 -0.7810 -0.5764
P 0.8903 -0.9411 0.4755 1.3227
C 0.1737 -2.5893 0.1323 -0.9570
S 1.5709 -0.7815 2.3427 -0.6156
C -0.4629 0.1841 0.1245 -0.3984
C -0.2339 1.4162 -0.4898 -0.1801
C -1.2145 2.4258 -0.4681 -0.1867
C -2.4184 2.1756 0.1796 -0.2031
C -2.6441 0.9412 0.6154 -0.1927
C -1.7036 -0.0850 0.6444 -0.1822
H 4.0826 -0.0790 -1.4630 0.2035
H 3.7968 -0.0515 0.4450 0.2314
H 1.9391 -0.8838 -1.7654 0.2161
H 0.7008 -3.4492 -0.1935 0.2607
H -0.5114 -2.7463 0.9693 0.2481
H -0.4606 -2.1512 -0.6562 0.2260
H 0.6280 1.6342 -1.0448 0.2172
H -0.9134 3.2449 -0.9668 0.2091
H -3.3022 2.8295 0.2878 0.2231
H -3.6029 0.8667 1.1176 0.2118
H -1.8592 -1.0540 1.0688 0.2199
```

***

This record from OMol25 describes a structure of composition C9H12B2F4MgN5O4S. The level of theory is ωB97M-V/def2-TZVPD.

Results
HOMO (spin up / spin down) = -12.70 / -12.55 eV
Gap between HOMO and LUMO (spin up / spin down) = 0.233 / 0.204 hartree
LUMO (spin up / spin down) = -0.234 / -0.257 Eh
Charge = +1

The geometry in XYZ format:
```
38
Properties=species:S:1:pos:R:3:nbo_charge:R:1
Mg -0.0452 -0.3856 1.3212 1.7408
C 2.7570 2.6557 -0.3618 -0.6944
C 1.6262 1.8590 0.1872 0.2554
N 1.6961 0.6377 0.5519 -0.2593
O 2.8831 -0.0073 0.3877 -0.5434
B 2.7269 -1.4074 0.7372 1.2812
F 1.8893 -1.5474 1.8576 -0.5600
F 3.8793 -2.0772 0.7630 -0.4843
O 1.8373 -2.0932 -0.4344 -0.3491
N 0.6008 -1.7836 -0.3142 -0.1232
C -0.2307 -2.1900 -1.2755 0.2355
C 0.1882 -3.0809 -2.3906 -0.6989
C -1.5378 -1.6268 -1.1697 0.2214
N -1.6930 -0.8093 -0.1270 -0.1221
O -2.7879 -0.1456 -0.0843 -0.3502
B -2.7788 0.9141 1.1458 1.2812
F -4.0500 1.2714 1.3322 -0.4849
F -2.1755 0.1678 2.1705 -0.5581
O -1.9262 2.0195 0.7454 -0.5416
N -0.6260 1.6173 0.7323 -0.2622
C 0.2446 2.4397 0.2897 0.2439
C -0.0407 3.8280 -0.1647 -0.6916
C -2.6285 -1.8362 -2.1542 -0.6908
H 3.6768 2.0816 -0.3303 0.2680
H 2.8839 3.5751 0.2110 0.2498
H 2.5484 2.9421 -1.3944 0.2485
H 1.1991 -3.4415 -2.2327 0.2706
H 0.1505 -2.5401 -3.3388 0.2606
H -0.4913 -3.9301 -2.4711 0.2577
H -1.0806 4.0801 0.0132 0.2683
H 0.1748 3.9263 -1.2305 0.2482
H 0.5990 4.5365 0.3627 0.2497
H -2.3479 -2.5389 -2.9318 0.2446
H -2.9003 -0.8794 -2.6047 0.2697
H -3.5224 -2.1968 -1.6421 0.2707
S -0.3071 -1.7330 6.0315 0.4297
C -0.2253 -1.3036 4.4660 0.0793
N -0.1662 -0.9977 3.3469 -0.4607
```

***

This record from OMol25 describes a cluster of 2 separate species, C9H12BNO6PS in total at a distorted geometry. The level of theory is ωB97M-V/def2-TZVPD.

Results
HOMO = -11.16 eV
Gap between HOMO and LUMO = 0.206 hartree
LUMO = -0.204 Eh
Charge = +1

The geometry in XYZ format:
```
31
Properties=species:S:1:pos:R:3:nbo_charge:R:1
C 3.2422 -1.3621 1.2661 -1.0241
B 2.3259 -1.0360 -0.0586 1.0512
O 2.8807 -1.2023 -1.3831 -0.9547
C 0.7997 -0.5576 0.2301 -0.3856
C -0.2622 -1.6986 0.4569 -0.1766
C -1.6940 -1.2318 0.7754 -0.1069
C -2.0759 0.2731 0.8728 -0.0683
C -1.0704 1.4141 0.6166 -0.3854
P -1.6213 3.2124 0.7028 1.6975
O -1.1499 3.8493 2.2099 -0.9263
O -0.6619 4.0498 -0.4749 -0.9422
S -3.4637 3.5319 0.2235 -0.4519
C 0.4041 0.9643 0.2878 -0.1865
C -3.6224 0.2458 1.2710 0.6803
O -4.3224 0.9827 1.9728 -0.4230
N -4.0609 -1.0199 0.5965 -0.7408
C -3.0514 -2.0201 1.0663 0.6783
O -3.2649 -3.1359 1.5625 -0.4517
H 4.2516 -0.8337 1.2162 0.2591
H 3.3679 -2.4796 1.4552 0.2703
H 2.6883 -0.9283 2.1829 0.2560
H 2.5540 -0.4812 -1.9786 0.4840
H -0.0168 -2.8064 0.4186 0.2532
H -0.2147 4.1574 2.0754 0.4941
H 0.2730 3.7384 -0.4308 0.4722
H 1.2037 1.7728 0.1086 0.2163
H -4.1422 -0.9511 -0.4310 0.4160
O 2.6743 -1.4070 -4.1199 -0.7748
H 3.0201 -1.3448 -5.0405 0.5833
H 3.2634 -1.9582 -3.5457 0.6011
H 1.7461 -1.7375 -4.1050 0.5861
```

***

This record from OMol25 describes an isolated molecule of C9H12Br2Si at a distorted geometry. The level of theory is ωB97M-V/def2-TZVPD.

Results
HOMO = -9.82 eV
Gap between HOMO and LUMO = 0.381 hartree
SMILES string = CCC[Si](Br)(Br)c1ccccc1
LUMO = 0.020 Eh
Charge = 0

The geometry in XYZ format:
```
24
Properties=species:S:1:pos:R:3:nbo_charge:R:1
C 1.3439 -3.2955 1.3874 -0.5936
C 0.1410 -2.3891 1.2400 -0.3960
C -0.0763 -1.9156 -0.1908 -0.8448
Si -1.4612 -0.4517 -0.3431 1.3322
Br -3.0885 -0.9558 -1.8467 -0.3098
Br -2.5560 -0.9898 1.5681 -0.3070
C -0.7893 1.3953 -0.6864 -0.4490
C -0.2835 1.8273 -1.8672 -0.1934
C 0.4757 3.0451 -2.0086 -0.2149
C 0.6143 3.7051 -0.8086 -0.1954
C 0.1094 3.2805 0.4088 -0.2070
C -0.6552 2.1307 0.5041 -0.2048
H 2.1565 -2.7417 1.1078 0.1993
H 1.3128 -3.7494 2.3267 0.2126
H 1.2377 -4.1251 0.6990 0.1895
H -0.7516 -2.8787 1.6162 0.2107
H 0.4474 -1.5688 1.8885 0.1903
H -0.4682 -2.9255 -0.6518 0.2414
H 0.8441 -1.7348 -0.7280 0.2309
H -0.4079 0.9623 -2.6614 0.2212
H 1.1023 3.2430 -2.8587 0.2311
H 1.3717 4.5982 -0.7400 0.2143
H 0.3679 3.9044 1.2627 0.2189
H -0.9870 1.6295 1.3820 0.2233
```

***

This record from OMol25 describes the ion C9H12BrN2 with charge +1 at a distorted geometry. The level of theory is ωB97M-V/def2-TZVPD.

Results
HOMO = -12.63 eV
Relative energy (zero: lowest compared OMol25 entry of this formula, charge and spin) = 31.1 kcal/mol
Gap between HOMO and LUMO = 0.341 hartree
SMILES string = C=C(Br)n1ccc(=[N+](C)C)cc1
LUMO = -0.123 Eh
Charge = +1

The geometry in XYZ format:
```
24
Properties=species:S:1:pos:R:3:nbo_charge:R:1
C -3.7548 1.8042 -1.0414 -0.3842
C -3.5014 0.7449 -0.2649 0.0164
Br -4.5235 -0.5577 0.5962 0.2165
N -1.8856 0.4721 -0.1748 -0.3465
C -1.1212 1.0865 0.6273 0.0732
C 0.1838 0.8216 0.8234 -0.2874
C 0.7839 -0.3317 0.1635 0.2874
N 2.0039 -0.7951 0.5047 -0.3549
C 2.9304 0.2329 0.9595 -0.4489
C 2.7084 -1.9023 -0.1597 -0.4082
C -0.1025 -0.9726 -0.7341 -0.3048
C -1.3758 -0.5376 -0.8715 0.0868
H -4.8185 1.9970 -1.2934 0.2503
H -3.0200 2.2827 -1.7065 0.2514
H -1.5063 1.7625 1.3831 0.2420
H 0.6318 1.5430 1.5173 0.2581
H 3.9371 -0.0689 0.6486 0.2224
H 2.7231 1.2365 0.4898 0.2186
H 3.1626 0.3084 2.0670 0.2343
H 3.1787 -1.4432 -0.9899 0.2145
H 3.5395 -2.1058 0.5810 0.2298
H 1.8819 -2.6681 -0.2156 0.2296
H 0.0541 -1.8574 -1.3764 0.2609
H -2.1097 -1.0521 -1.5331 0.2425
```

***

This record from OMol25 describes a cluster of 5 separate species, C9H12Cl12N2O3Si in total at a distorted geometry. The level of theory is ωB97M-V/def2-TZVPD.

Results
HOMO = -10.45 eV
Relative energy (zero: lowest compared OMol25 entry of this formula, charge and spin) = 0.0 kcal/mol
Gap between HOMO and LUMO = 0.390 hartree
SMILES string = CC(=O)N([SiH2]N=C=O)C(C)=O.ClC(Cl)Cl.ClC(Cl)Cl.ClC(Cl)Cl.ClC(Cl)Cl
LUMO = 0.006 Eh
Charge = 0

The geometry in XYZ format:
```
39
Properties=species:S:1:pos:R:3:nbo_charge:R:1
C 1.0713 1.8994 -1.5318 -0.7389
C 1.3473 2.5165 -0.1864 0.7151
O 2.3830 3.1241 -0.0026 -0.5996
N 0.3813 2.4557 0.8332 -0.9141
Si -0.8507 1.1743 0.7775 1.4667
N -0.8453 0.4297 2.3780 -0.9137
C -0.4059 -0.7037 2.4056 0.8723
O 0.0428 -1.7756 2.4205 -0.4968
C 0.9630 2.6101 2.1683 0.7411
C 2.1748 1.8140 2.5537 -0.7367
O 0.4177 3.3482 2.9385 -0.5204
H 1.1074 0.8120 -1.4983 0.2446
H 0.1008 2.2651 -1.8773 0.2339
H 1.8403 2.2228 -2.2238 0.2598
H -0.5423 0.1171 -0.1917 -0.1889
H -2.1740 1.7773 0.5968 -0.1712
H 3.0509 2.3084 2.1342 0.2735
H 2.1701 0.7962 2.1644 0.2222
H 2.2639 1.8514 3.6353 0.2494
Cl -0.7531 5.0639 -1.1770 -0.0039
C 0.1078 5.9890 0.0631 -0.2857
Cl 1.7015 6.4656 -0.5103 0.0313
Cl -0.8359 7.3956 0.5487 0.0234
H 0.2312 5.3469 0.9277 0.2396
Cl -2.2365 -2.9828 1.9201 0.0138
C -3.6517 -3.9918 1.5983 -0.2888
Cl -3.2565 -5.2614 0.4414 0.0189
Cl -4.2797 -4.6777 3.0969 0.0168
H -4.4248 -3.3716 1.1645 0.2255
Cl 5.6887 -0.3508 -3.4480 0.0233
C 4.6097 -0.5252 -2.0657 -0.2893
Cl 4.1983 1.0443 -1.3801 0.0341
Cl 3.1464 -1.4072 -2.5222 0.0071
H 5.1239 -1.1027 -1.3091 0.2280
Cl -5.5636 -7.0263 -2.6178 0.0223
C -3.8659 -7.3033 -3.0035 -0.2866
Cl -3.1335 -5.8528 -3.6892 0.0200
Cl -2.9782 -7.8375 -1.5763 0.0235
H -3.8129 -8.0891 -3.7449 0.2287
```

***

> What is the charge in the first record?

-1

***

> Which formula does entry 1 have?

C9H11O3